# C21H49BN2O14P4S

A cluster of 3 separate species, C21H49BN2O14P4S in total in a non-equilibrium geometry (ωB97M-V/def2-TZVPD, the Open Molecules 2025 dataset).

Cartesian coordinates (Å):
C (2.02, -3.51, 0.58)
B (3.47, -3.46, 0.05)
O (4.05, -4.54, -0.57)
N (4.38, -2.19, 0.08)
P (6.06, -2.89, 0.16)
S (6.30, -4.03, 1.69)
C (4.19, -1.49, 1.41)
C (3.37, -0.22, 1.36)
C (2.79, 0.08, 2.76)
O (2.67, 1.27, 3.06)
O (2.52, -0.91, 3.48)
N (2.36, -0.35, 0.29)
P (1.15, 0.94, 0.39)
C (-0.12, 0.28, 1.51)
O (0.40, 1.02, -1.09)
C (3.10, -0.22, -0.96)
C (4.06, -1.41, -1.19)
C (5.24, -0.99, -2.07)
C (6.23, 0.06, -1.58)
O (7.26, 0.16, -2.14)
O (5.95, 0.88, -0.51)
H (1.32, -3.03, -0.11)
H (1.89, -3.15, 1.60)
H (1.73, -4.57, 0.59)
H (4.27, -5.25, 0.04)
H (6.35, -3.47, -1.07)
H (6.83, -1.74, 0.37)
H (5.17, -1.22, 1.82)
H (3.76, -2.14, 2.17)
H (3.99, 0.64, 1.09)
H (0.14, 0.60, 2.52)
H (-0.15, -0.81, 1.49)
H (-1.11, 0.66, 1.25)
H (0.00, 0.17, -1.33)
H (3.61, 0.75, -1.05)
H (2.36, -0.26, -1.76)
H (3.47, -2.08, -1.82)
H (5.84, -1.83, -2.43)
H (4.79, -0.57, -2.97)
H (6.26, 0.44, 0.29)
C (0.75, 3.58, 4.80)
C (-0.29, 2.82, 5.60)
O (-1.37, 3.67, 6.01)
P (-2.49, 4.11, 4.93)
O (-3.01, 2.88, 4.28)
O (-3.68, 4.57, 5.92)
C (-4.96, 3.94, 5.90)
C (-5.04, 2.82, 6.91)
O (-2.04, 5.66, 4.73)
C (-1.49, 6.14, 3.50)
C (-2.11, 5.51, 2.27)
H (0.35, 3.88, 3.82)
H (1.63, 2.96, 4.62)
H (1.06, 4.48, 5.33)
H (-0.67, 1.97, 5.02)
H (0.15, 2.42, 6.51)
H (-5.20, 3.59, 4.89)
H (-5.69, 4.71, 6.15)
H (-4.20, 2.12, 6.79)
H (-5.97, 2.26, 6.80)
H (-4.98, 3.21, 7.92)
H (-0.40, 5.99, 3.50)
H (-1.66, 7.21, 3.48)
H (-1.90, 4.43, 2.22)
H (-1.71, 5.96, 1.36)
H (-3.19, 5.63, 2.28)
C (-3.31, 0.00, -3.06)
C (-2.11, -0.31, -3.95)
O (-1.98, -1.70, -4.20)
P (-2.96, -2.43, -5.27)
O (-2.88, -1.66, -6.53)
O (-2.11, -3.77, -5.56)
C (-1.64, -4.09, -6.87)
C (-0.23, -3.58, -7.09)
O (-3.90, -3.23, -4.23)
C (-5.29, -2.92, -4.05)
C (-5.99, -2.52, -5.33)
H (-4.24, -0.19, -3.60)
H (-3.30, 1.05, -2.76)
H (-3.30, -0.63, -2.17)
H (-2.17, 0.25, -4.89)
H (-1.19, 0.00, -3.44)
H (-2.32, -3.71, -7.63)
H (-1.65, -5.18, -6.95)
H (-0.16, -2.52, -6.85)
H (0.07, -3.72, -8.13)
H (0.47, -4.11, -6.45)
H (-5.39, -2.13, -3.29)
H (-5.76, -3.81, -3.64)
H (-5.58, -1.58, -5.73)
H (-7.06, -2.37, -5.15)
H (-5.87, -3.29, -6.09)

Its LUMO energy is -0.697 eV. For the HOMO energy, the calculation gives -7.761 eV. For the HOMO-LUMO gap, the calculation gives 0.260 Eh. As for the SMILES: CB(O)[N@+]1([PH2]=S)C[C@H](C(=O)[O-])N(P(C)O)C[C@H]1CC(=O)O.CCOP(=O)(OCC)OCC.CCOP(=O)(OCC)OCC.

Löwdin charges, unit e, in atom order: atom 1 (C): 0.049, atom 2 (B): -0.604, atom 3 (O): 0.098, atom 4 (N): -0.182, atom 5 (P): 0.494, atom 6 (S): 0.322, atom 7 (C): -0.131, atom 8 (C): -0.273, atom 9 (C): -0.724, atom 10 (O): -0.030, atom 11 (O): -0.031, atom 12 (N): -0.233, atom 13 (P): 0.904, atom 14 (C): -0.228, atom 15 (O): -0.321, atom 16 (C): -0.193, atom 17 (C): -0.209, atom 18 (C): -0.065, atom 19 (C): -0.521, atom 20 (O): 0.158, atom 21 (O): 0.084, atom 22 (H): 0.085, atom 23 (H): 0.083, atom 24 (H): 0.081, atom 25 (H): 0.113, atom 26 (H): 0.027, atom 27 (H): 0.014, atom 28 (H): 0.111, atom 29 (H): 0.111, atom 30 (H): 0.130, atom 31 (H): 0.029, atom 32 (H): 0.041, atom 33 (H): 0.041, atom 34 (H): 0.038, atom 35 (H): 0.119, atom 36 (H): 0.114, atom 37 (H): 0.151, atom 38 (H): 0.110, atom 39 (H): 0.153, atom 40 (H): 0.108, atom 41 (C): -0.070, atom 42 (C): -0.267, atom 43 (O): -0.189, atom 44 (P): 0.492, atom 45 (O): -0.228, atom 46 (O): -0.201, atom 47 (C): -0.294, atom 48 (C): -0.076, atom 49 (O): -0.170, atom 50 (C): -0.270, atom 51 (C): -0.088, atom 52 (H): 0.064, atom 53 (H): 0.063, atom 54 (H): 0.084, atom 55 (H): 0.106, atom 56 (H): 0.120, atom 57 (H): 0.102, atom 58 (H): 0.114, atom 59 (H): 0.075, atom 60 (H): 0.074, atom 61 (H): 0.075, atom 62 (H): 0.103, atom 63 (H): 0.118, atom 64 (H): 0.065, atom 65 (H): 0.081, atom 66 (H): 0.086, atom 67 (C): -0.070, atom 68 (C): -0.278, atom 69 (O): -0.194, atom 70 (P): 0.494, atom 71 (O): -0.219, atom 72 (O): -0.201, atom 73 (C): -0.287, atom 74 (C): -0.076, atom 75 (O): -0.169, atom 76 (C): -0.266, atom 77 (C): -0.086, atom 78 (H): 0.064, atom 79 (H): 0.083, atom 80 (H): 0.085, atom 81 (H): 0.114, atom 82 (H): 0.102, atom 83 (H): 0.105, atom 84 (H): 0.116, atom 85 (H): 0.073, atom 86 (H): 0.077, atom 87 (H): 0.073, atom 88 (H): 0.103, atom 89 (H): 0.120, atom 90 (H): 0.069, atom 91 (H): 0.084, atom 92 (H): 0.088